(1)
{
  "formula": "C14H19ClGaN7OS",
  "method": "the ωB97M-V functional and the def2-TZVPD basis",
  "symbols": ["Ga", "C", "C", "N", "N", "C", "N", "S", "C", "C", "C", "C", "C", "N", "H", "H", "H", "H", "H", "H", "H", "H", "H", "H", "C", "N", "C", "C", "C", "N", "C", "O", "N", "H", "H", "H", "H", "H", "H", "H", "Cl", "C", "H", "H"],
  "coordinates": [[-0.1278, 0.5689, -1.0813], [1.3290, -3.6971, -1.1436], [0.7359, -2.3677, -0.8466], [0.9484, -1.3076, -1.5419], [1.5993, -1.2472, -2.7314], [0.9576, -0.5599, -3.7195], [1.5141, -0.4796, -4.9176], [-0.5895, 0.0855, -3.4645], [-0.3387, -2.1972, 0.1476], [-0.6504, -3.1052, 1.1539], [-1.8446, -2.9523, 1.8474], [-2.7059, -1.9285, 1.4881], [-2.2939, -1.0238, 0.5173], [-1.1327, -1.1375, -0.1042], [2.4167, -3.6603, -1.0772], [1.0764, -3.9918, -2.1653], [0.9640, -4.4742, -0.4807], [2.3276, -1.9185, -2.9691], [2.4336, -0.8292, -5.1391], [1.0128, 0.0183, -5.6417], [0.0038, -3.9271, 1.4043], [-2.1131, -3.6406, 2.6345], [-3.6790, -1.8336, 1.9404], [-2.9154, -0.1922, 0.2089], [-2.2422, 3.7017, 1.4954], [-1.1379, 2.8205, 1.8130], [-0.3821, 2.9548, 2.9244], [0.6933, 2.1500, 3.1403], [1.0044, 1.1562, 2.1736], [0.2066, 1.0155, 1.1038], [-0.8190, 1.8602, 0.9075], [-1.4969, 1.7424, -0.1433], [2.0446, 0.3417, 2.3105], [-2.4538, 4.3434, 2.3461], [-3.1220, 3.1088, 1.2451], [-1.9910, 4.3051, 0.6206], [-0.6707, 3.7310, 3.6191], [1.3053, 2.2657, 4.0179], [2.7115, 0.4732, 3.0553], [2.2811, -0.2954, 1.5667], [1.3123, 3.3673, -0.3731], [1.1144, 2.1672, -1.6624], [2.1158, 1.8976, -2.0055], [0.5980, 2.6918, -2.4736]],
  "forces_ev_per_angstrom": [[0.663, 0.131, -0.715], [0.164, -0.092, -0.093], [0.485, 0.247, -0.773], [-0.545, 0.316, 0.899], [0.751, -0.401, -0.508], [-0.383, -0.116, -0.114], [0.069, 0.021, 0.113], [-0.316, 0.172, 0.068], [-0.558, -0.003, 0.540], [0.217, 0.172, -0.317], [-0.225, 0.286, -0.079], [0.197, -0.204, -0.019], [-0.285, 0.006, 0.075], [0.209, 0.197, -0.191], [0.062, -0.033, 0.050], [-0.051, 0.022, -0.041], [0.021, 0.023, 0.013], [-0.160, 0.167, 0.179], [0.019, -0.063, 0.041], [0.090, -0.063, 0.082], [0.077, -0.024, -0.118], [0.004, -0.077, 0.028], [-0.087, 0.073, 0.085], [0.019, 0.000, 0.132], [-0.597, 0.433, -0.336], [0.059, -0.355, -0.034], [0.627, -0.380, 0.157], [-0.116, 0.141, 0.021], [-0.545, 0.353, -0.125], [0.097, -0.200, 0.088], [0.250, 0.251, 0.997], [-0.028, -0.426, -0.778], [0.179, -0.093, -0.079], [0.039, -0.034, -0.011], [0.043, 0.077, 0.121], [0.024, 0.002, 0.133], [-0.016, 0.015, -0.035], [0.005, 0.064, 0.122], [-0.083, -0.019, -0.063], [0.008, 0.075, 0.092], [0.298, 0.458, 0.165], [-0.599, -0.741, 0.060], [-0.165, -0.107, 0.046], [0.078, -0.272, 0.123]],
  "orbital_gap_ev": 7.60,
  "total_charge": 2
}

(2)
{
  "formula": "C14H19ClN2O3",
  "method": "the ωB97M-V functional and the def2-TZVPD basis",
  "symbols": ["C", "H", "H", "H", "O", "C", "O", "C", "N", "C", "O", "N", "H", "C", "C", "C", "C", "C", "C", "C", "Cl", "H", "H", "H", "H", "H", "H", "H", "H", "C", "C", "H", "H", "H", "C", "H", "H", "H", "H"],
  "coordinates": [[-1.1826, -4.5656, 3.3147], [-1.5318, -4.0288, 4.1724], [-0.2622, -5.0961, 3.3670], [-2.0189, -5.3662, 3.1975], [-1.5245, -3.7368, 2.1755], [-0.5460, -2.5875, 2.0975], [0.2579, -2.1642, 3.0655], [-0.8035, -1.9355, 0.6132], [-0.1150, -0.6231, 0.6961], [-0.8132, 0.4515, 0.6307], [-1.8001, 0.4680, -0.1023], [-0.2036, 1.6901, 0.8339], [0.6447, 1.5996, 1.3908], [-0.6007, 2.8724, 0.5628], [-0.0563, 3.5479, -0.5794], [0.6201, 2.8086, -1.5389], [1.1709, 3.2799, -2.5012], [1.4921, 4.6792, -2.6604], [0.9623, 5.3172, -1.7925], [0.4496, 4.9132, -0.6315], [-0.2979, 6.0121, 0.5922], [1.3679, 6.5962, -1.7928], [2.0501, 5.0280, -3.6506], [1.6954, 2.6694, -3.4762], [0.1306, 1.6273, -1.7970], [-0.6234, 3.4937, 1.4894], [-1.7810, 2.8090, 0.5222], [0.7261, -0.7227, 1.3046], [-1.6600, -1.6778, 0.5264], [-0.0767, -2.8484, -0.3878], [-0.3664, -2.1831, -1.9141], [-1.5341, -1.8848, -1.9751], [0.2224, -1.2448, -1.8600], [-0.0770, -2.7197, -2.5122], [1.3436, -3.0550, -0.1897], [2.0254, -2.2763, -0.4282], [1.5726, -3.7885, -1.0842], [1.7881, -3.5905, 0.7967], [-0.6447, -3.7678, -0.4748]],
  "forces_ev_per_angstrom": [[-4.794, -1.538, -0.746], [0.734, 0.260, 0.883], [1.054, 0.364, -0.263], [1.554, 0.905, 0.313], [4.881, 2.966, 0.463], [0.260, 0.549, 3.188], [-4.879, -3.061, -6.031], [13.088, -2.292, 3.977], [3.904, -4.706, 2.508], [-1.591, 5.129, -4.565], [-1.793, -0.223, 0.853], [4.617, -8.962, 3.768], [-0.148, 0.195, -0.228], [-7.602, 6.415, 1.423], [4.079, 3.677, 0.083], [-8.583, -9.562, 5.809], [9.342, 3.580, -13.695], [4.664, -8.101, -10.578], [-0.213, 14.755, 6.873], [-5.540, -3.357, 3.429], [0.938, -0.345, -0.927], [-1.787, -3.507, 0.139], [-1.314, -0.597, 2.598], [-1.892, 1.031, 2.999], [1.813, 3.143, 1.521], [0.646, 0.244, -0.687], [1.753, 0.199, -0.695], [-0.961, 0.687, -0.593], [-11.228, 1.892, -1.588], [-3.864, 1.900, -2.531], [-6.698, 10.937, 14.236], [2.866, -0.852, -0.041], [-0.483, -0.364, -0.469], [5.188, -10.203, -11.549], [3.138, -4.200, -0.290], [0.175, 1.314, 0.090], [0.052, 0.935, 1.861], [-1.513, 1.192, -2.077], [0.134, -0.400, 0.536]],
  "relative_energy_kcal_mol": 299.7,
  "orbital_gap_ev": 9.38
}

(3)
{
  "formula": "C14H19ClN2O3",
  "method": "the ωB97M-V functional and the def2-TZVPD basis",
  "symbols": ["C", "H", "C", "H", "H", "C", "C", "H", "H", "H", "H", "C", "N", "C", "O", "N", "H", "C", "C", "C", "C", "C", "C", "C", "Cl", "H", "H", "H", "H", "H", "H", "H", "C", "O", "O", "H", "H", "H", "H"],
  "coordinates": [[-4.8867, -1.3763, 1.0251], [-5.0065, -1.9520, 1.8384], [-3.3116, -0.8705, 0.9026], [-3.2037, -0.4411, 1.8221], [-2.8160, -2.0302, 0.7726], [-3.1645, -0.1738, -0.2260], [-3.1720, -1.0151, -1.4079], [-2.8359, -0.2258, -2.5324], [-2.3971, -1.6576, -1.6030], [-4.0163, -1.3733, -1.7853], [-3.9046, 0.9182, -0.3468], [-1.8356, 0.6815, -0.1706], [-0.6520, -0.5586, 0.0110], [0.4154, -0.3020, -0.7014], [0.3799, 0.1841, -1.9279], [1.3378, -1.2482, -0.2186], [1.4905, -1.6698, 0.6722], [2.6229, -1.2767, -0.9922], [3.7135, -0.0667, -0.6148], [3.7691, 1.0641, -1.1223], [4.5910, 1.9964, -0.8378], [5.1838, 1.9032, 0.6075], [5.1140, 0.7490, 1.2189], [4.2107, -0.2888, 0.8340], [4.0456, -1.6241, 1.3377], [5.7092, 0.4974, 2.0925], [5.9703, 2.3853, 0.8391], [4.8084, 3.0810, -1.3301], [3.1880, 1.1311, -2.0557], [2.4496, -1.0532, -2.0450], [3.1153, -2.1077, -1.0401], [-0.5565, -0.6809, 0.9560], [-1.7404, 1.5775, 1.1302], [-1.1418, 1.2784, 2.0915], [-2.6567, 2.4802, 0.9300], [-2.5855, 3.3375, 1.7359], [-1.4546, 1.1636, -1.1438], [-5.1764, -1.9800, 0.3493], [-5.6004, -0.4563, 0.9350]],
  "forces_ev_per_angstrom": [[2.448, 7.572, 1.402], [-0.488, -1.300, 3.662], [-4.556, -9.262, 3.520], [1.189, 1.164, 2.331], [-0.578, 3.439, 0.803], [1.267, 9.071, -5.040], [2.689, 5.276, -5.166], [-1.095, -1.925, 3.302], [1.984, -1.854, 0.636], [-3.945, -1.670, -0.823], [1.162, -3.613, 0.346], [3.278, -3.044, -0.212], [-6.152, 5.296, -1.384], [0.808, -2.518, -4.826], [1.048, -1.103, 5.382], [4.617, 1.086, -3.747], [-0.968, 0.455, 0.779], [-1.354, 7.579, -0.812], [-3.048, -10.917, 9.455], [-3.388, 3.616, -8.496], [5.627, 8.227, 6.219], [-4.440, -1.496, -7.894], [-1.929, -4.552, 2.801], [2.258, 13.884, -10.482], [-1.212, -13.222, 6.683], [0.080, 0.424, 0.221], [5.063, 4.593, 1.621], [-0.959, -3.104, 0.792], [0.176, 0.318, 0.037], [-0.763, 0.053, 0.077], [2.444, -5.297, 0.606], [0.620, -0.565, 2.750], [-1.361, -2.693, -3.773], [1.521, 0.313, 2.234], [-0.350, 5.972, 3.748], [-0.330, -3.983, -3.282], [-1.060, -0.580, 1.562], [-1.560, -4.087, -5.703], [1.257, -1.553, 0.676]],
  "relative_energy_kcal_mol": 325.7,
  "orbital_gap_ev": 8.04
}

(4)
{
  "formula": "C14H19ClN5O5Os",
  "method": "the ωB97M-V functional and the def2-TZVPD basis",
  "symbols": ["Os", "O", "C", "N", "C", "C", "C", "C", "C", "C", "N", "C", "C", "C", "C", "C", "N", "H", "H", "H", "H", "H", "H", "H", "H", "H", "H", "N", "C", "C", "N", "H", "H", "H", "H", "H", "H", "H", "H", "H", "O", "Cl", "O", "O", "O"],
  "coordinates": [[0.2029, 0.2654, -0.3090], [1.3170, -3.2909, 1.2631], [1.0539, -2.1398, 1.1016], [0.5382, -1.6187, -0.0990], [0.3430, -2.5613, -1.1881], [-0.2981, -1.8379, -2.3238], [-0.6393, -2.4581, -3.5112], [-1.1971, -1.7021, -4.5315], [-1.4001, -0.3378, -4.3377], [-1.0443, 0.2242, -3.1337], [-0.5125, -0.5138, -2.1392], [1.2190, -1.0602, 2.1200], [1.7671, -1.2963, 3.3603], [1.9314, -0.2109, 4.2184], [1.5375, 1.0542, 3.8046], [0.9802, 1.2140, 2.5474], [0.8196, 0.1660, 1.7261], [-0.2469, -3.4187, -0.8509], [1.3049, -2.9851, -1.5010], [-0.4538, -3.5167, -3.6354], [-1.4613, -2.1665, -5.4726], [-1.8105, 0.2844, -5.1200], [-1.1481, 1.2871, -2.9607], [2.0638, -2.3023, 3.6259], [2.3698, -0.3595, 5.1968], [1.6699, 1.9205, 4.4374], [0.6633, 2.1847, 2.1914], [-5.2397, 3.1141, -0.2046], [-4.4418, 2.0140, 0.4345], [-3.0803, 1.7889, -0.2531], [-2.2910, 0.7576, 0.4440], [-6.1433, 3.2238, 0.2670], [-5.4404, 2.9279, -1.1903], [-4.7634, 4.0185, -0.1495], [-5.0398, 1.1047, 0.3903], [-4.2963, 2.2803, 1.4804], [-2.4961, 2.7104, -0.2644], [-3.2343, 1.4691, -1.2854], [-2.7943, -0.1251, 0.4779], [-2.1140, 1.0466, 1.4026], [1.2660, 1.8362, -2.2325], [1.4064, 2.5513, -0.9958], [1.7704, 3.8776, -1.1014], [2.2343, 1.7594, -0.1164], [0.0202, 2.4055, -0.3556]],
  "forces_ev_per_angstrom": [[-0.844, -0.470, 0.444], [-0.068, 0.023, -0.141], [0.161, 0.083, 0.533], [-0.135, 0.209, -0.296], [0.034, -0.212, -0.194], [-0.085, -0.170, -0.063], [-0.014, 0.111, -0.006], [0.043, -0.046, 0.081], [0.025, 0.031, 0.139], [-0.151, 0.224, -0.360], [0.407, 0.141, 0.458], [0.117, -0.258, 0.272], [-0.096, 0.119, -0.171], [0.020, -0.056, 0.046], [-0.045, -0.036, -0.125], [0.031, 0.162, 0.260], [-0.095, 0.058, -0.628], [-0.083, 0.074, 0.029], [0.037, 0.091, 0.057], [0.002, -0.003, 0.006], [0.008, -0.007, -0.004], [-0.004, 0.016, 0.009], [0.050, -0.021, 0.056], [0.019, -0.005, -0.005], [0.010, 0.037, 0.004], [-0.025, -0.003, 0.020], [0.039, -0.018, -0.071], [-0.013, 0.020, 0.013], [0.411, -0.322, 0.058], [-0.176, 0.104, 0.029], [0.190, 0.038, -0.078], [-0.046, 0.017, 0.017], [-0.025, 0.003, -0.055], [0.008, 0.055, -0.010], [-0.118, 0.075, 0.004], [-0.104, 0.084, -0.002], [-0.007, -0.007, -0.031], [0.036, 0.008, 0.000], [0.023, -0.036, 0.042], [-0.070, -0.076, 0.067], [0.033, 0.135, -0.248], [0.850, -0.008, -0.724], [-0.010, 0.624, 0.024], [0.343, -0.075, 0.252], [-0.682, -0.713, 0.292]],
  "relative_energy_kcal_mol": 10.3,
  "multiplicity": 5,
  "orbital_gap_ev": [9.40, 6.92],
  "total_charge": 3
}